a) Entry from OMol25: a 2-piece molecular cluster, C22H24NO3 overall (ωB97M-V/def2-TZVPD).

As for the LUMO energy: 2.733 eV. For the HOMO-LUMO gap, the calculation gives 4.7 eV. As for the total charge: -1. The HOMO energy is -1.95 eV.

XYZ file:
```
50
C22H24NO3 ωB97M-V/def2-TZVPD
C 1.54 0.06 -2.02
H 2.02 -1.83 -1.15
H 3.70 3.56 0.69
C -4.64 0.12 0.38
C 2.40 -0.70 -4.17
C -1.13 -0.55 1.61
H -2.88 1.00 -2.42
O 2.57 1.28 1.65
C 0.30 1.21 0.89
C -2.14 -2.66 2.57
C -2.25 -0.26 0.70
H -0.38 1.79 0.26
C -1.37 -3.47 4.72
H -1.01 0.28 -0.99
C 1.64 1.82 1.08
H 0.34 -2.42 5.56
H -2.98 -4.36 3.59
H 2.28 5.41 -0.32
C 1.97 -1.95 -3.35
H -2.79 -2.77 1.70
N -0.03 0.20 1.61
C -3.59 -0.34 1.16
H -5.20 1.05 -1.51
C 2.73 4.62 -0.93
C -0.28 -1.57 3.68
H 1.67 1.34 -3.75
C 2.98 3.38 -0.12
H 2.82 -2.62 -3.20
H 2.04 4.41 -1.76
C 1.43 -1.45 -1.99
H -3.78 -0.73 2.16
C -3.08 0.65 -1.40
C -1.21 -1.60 2.63
H 0.49 -0.80 3.66
H 3.33 2.56 -0.75
O 1.70 3.02 0.46
H -5.66 0.08 0.77
H 3.43 -0.80 -4.53
C -2.03 0.22 -0.60
H 1.77 -0.60 -5.06
H 3.66 4.98 -1.36
C -4.39 0.65 -0.90
H -1.44 -4.18 5.54
O 1.04 0.82 -1.19
C -0.37 -2.48 4.73
C -2.23 -3.57 3.62
H 1.20 -2.51 -3.88
H 0.38 -1.75 -1.81
C 2.24 0.54 -3.28
H 3.22 0.95 -2.99
```


b) Entry from OMol25: a 2-piece molecular cluster, C22H24NO3 overall (ωB97M-V/def2-TZVPD).

As for the LUMO energy: 2.718 eV. For the HOMO-LUMO gap, the calculation gives 4.7 eV. As for the total charge: -1. The HOMO energy is -2.01 eV.

XYZ file:
```
50
C22H24NO3 ωB97M-V/def2-TZVPD
C 1.19 -0.26 2.71
H -3.82 -2.08 -2.53
C 3.34 -6.54 -4.75
C -0.59 -4.26 -2.00
C 1.52 -5.06 -4.10
C 3.28 -7.13 -3.48
H 0.72 -3.72 3.89
C 2.43 -5.51 -5.05
H 2.46 -5.04 -6.03
C 0.11 -5.33 0.55
C 1.49 -5.61 -2.80
H 3.76 0.94 1.29
C 0.08 -4.59 4.08
H -0.72 -3.78 5.87
O -0.38 -5.12 2.82
H 1.97 -0.60 -0.44
C -2.93 -2.71 -2.39
C -1.05 -3.35 -1.02
H 0.11 -0.13 2.85
C 2.70 0.84 1.06
H -3.07 -3.69 -4.30
H -0.51 -3.24 -0.08
C 1.44 -1.26 1.56
N 0.91 -5.40 -0.48
C -1.11 -4.20 4.93
H 2.46 1.58 0.30
H 0.80 -4.29 -4.36
H -1.72 -3.44 4.43
C 2.41 -0.59 0.57
C -1.40 -4.43 -3.15
H 4.05 -6.88 -5.50
H -2.55 -1.97 -0.37
C 0.60 -5.10 -1.74
H 1.15 1.87 2.23
C -2.22 -2.62 -1.19
C 1.89 1.07 2.35
H 1.58 -0.67 3.65
H 2.55 1.37 3.16
H -1.73 -5.07 5.18
O 1.81 -5.40 2.23
H 0.68 -5.36 4.61
H 3.96 -7.95 -3.25
C 0.64 -5.30 1.93
H -1.17 -5.23 -3.86
H 2.37 -7.13 -1.52
H -0.99 -5.31 0.47
H 3.34 -1.17 0.50
C -2.51 -3.62 -3.37
O 0.94 -2.37 1.47
C 2.39 -6.66 -2.50
```


Ordering by calculated energy gives the sequence b), a), with the first entry being the most stable.


a) Entry from OMol25: a 2-piece molecular cluster, C6H16N4 overall (ωB97M-V/def2-TZVPD).

As for the LUMO energy (alpha / beta): -12.033 / -12.351 eV. For the HOMO-LUMO gap (alpha / beta), the calculation gives 3.8 / 3.2 eV. As for the total charge: +2. The HOMO energy (alpha / beta) is -15.86 / -15.60 eV.

XYZ file:
```
26
C6H16N4 ωB97M-V/def2-TZVPD
N -3.14 -1.13 -0.24
C 0.10 2.00 -0.34
H -0.56 2.11 0.51
N 1.05 3.10 -0.15
H 2.93 -0.96 0.87
H -0.34 2.11 -1.35
C -3.23 -0.97 1.13
N 2.19 0.73 -0.11
H 3.25 -1.01 -0.90
N -3.89 -1.41 -1.13
H -3.47 -1.30 -2.05
C -0.05 -0.35 -0.44
C 0.19 -1.80 -0.12
H -2.29 -0.74 1.68
H -0.80 0.07 -0.90
H -3.63 -1.87 1.56
H -0.25 -2.52 -0.77
C 3.14 -0.35 0.01
H 0.88 3.64 0.68
H 2.55 1.65 0.02
H 4.13 0.26 0.05
H -0.03 -1.95 0.95
H 1.33 -1.86 -0.30
C 0.81 0.74 -0.26
H -3.97 -0.35 1.39
H 1.31 3.67 -0.92
```


b) Entry from OMol25: a 2-piece molecular cluster, C6H16N4 overall (ωB97M-V/def2-TZVPD).

As for the LUMO energy: -7.224 eV. For the HOMO-LUMO gap, the calculation gives 9.4 eV. As for the total charge: +2. The HOMO energy is -16.60 eV.

XYZ file:
```
26
C6H16N4 ωB97M-V/def2-TZVPD
H -3.61 1.27 -0.46
H 1.94 0.11 -1.86
H 3.54 1.48 0.88
N 3.19 0.48 1.12
H 0.46 1.86 -0.51
N -0.38 1.17 -0.32
H -1.58 -2.07 1.84
H -1.33 -2.79 0.13
C 2.63 -0.24 0.17
H -3.16 -1.32 0.10
N -1.12 -0.80 0.32
N -1.13 -2.15 0.85
H -2.71 1.23 1.13
H 3.54 -0.79 -1.81
C -1.60 1.79 -0.59
C -2.78 0.91 0.05
H -2.47 -0.64 -1.36
C 2.92 0.01 -1.26
C -0.08 0.01 0.17
H 3.13 0.20 2.11
H -1.67 2.79 -0.12
H -0.20 -2.47 1.17
H 2.26 -1.25 0.48
C -2.45 -0.55 -0.22
H 3.19 1.00 -1.56
H -1.70 2.09 -1.67
```


Ordering by calculated energy gives the sequence b), a), with the first entry being the most stable.


a) Entry from OMol25: the molecule CHNO3S (ωB97M-V/def2-TZVPD).

As for the LUMO energy: -0.030 eV. For the HOMO-LUMO gap, the calculation gives 11.6 eV. The HOMO energy is -11.67 eV.

XYZ file:
```
7
CHNO3S ωB97M-V/def2-TZVPD
S 1.75 0.38 0.37
O 2.83 1.08 -0.31
O 1.89 -1.18 -0.23
H 0.07 0.17 -1.30
O 0.45 0.69 -0.61
N 0.94 -1.96 0.15
C -0.17 -2.35 0.24
```


b) Entry from OMol25: CHNO3S as an isolated structure (ωB97M-V/def2-TZVPD).

As for the LUMO energy (alpha / beta): -1.986 / -2.011 eV. For the HOMO-LUMO gap (alpha / beta), the calculation gives 8.3 / 7.7 eV. The HOMO energy (alpha / beta) is -10.25 / -9.75 eV.

XYZ file:
```
7
CHNO3S ωB97M-V/def2-TZVPD
C -2.92 1.15 0.68
N -1.22 0.69 1.49
H 0.80 -0.87 0.28
O -2.55 0.41 1.73
S -4.32 1.66 -0.03
O 0.30 -0.32 -0.24
O -1.61 1.54 0.48
```


Ordering by calculated energy gives the sequence a), b), with the first entry being the most stable.


a) Entry from OMol25: the molecule C3H4S (ωB97M-V/def2-TZVPD).

As for the LUMO energy: 0.775 eV. As for the SMILES: CC#CS. For the HOMO-LUMO gap, the calculation gives 9.3 eV. The HOMO energy is -8.50 eV.

XYZ file:
```
8
C3H4S ωB97M-V/def2-TZVPD
C 0.59 0.36 0.20
C 1.80 0.17 0.13
S 3.43 0.05 -0.04
C -0.78 0.26 -0.16
H -0.90 -0.36 -1.02
H -1.50 0.07 0.68
H 3.22 -1.34 0.00
H -1.15 1.32 -0.42
```


b) Entry from OMol25: the molecule C3H4S (ωB97M-V/def2-TZVPD).

As for the LUMO energy: -1.073 eV. As for the SMILES: C=CC=S. For the HOMO-LUMO gap, the calculation gives 7.7 eV. The HOMO energy is -8.80 eV.

XYZ file:
```
8
C3H4S ωB97M-V/def2-TZVPD
H 1.14 -0.64 0.73
H -1.54 -1.46 -0.10
C -0.53 0.46 -0.22
H 1.45 0.76 -0.28
H -0.50 1.29 -0.89
C -1.69 -0.34 -0.23
C 0.72 0.08 0.13
S -3.25 0.18 -0.60
```


Ordering by calculated energy gives the sequence b), a), with the first entry being the most stable.


a) Entry from OMol25: C2H2BrN as an isolated structure (ωB97M-V/def2-TZVPD).

As for the LUMO energy: -2.139 eV. For the HOMO-LUMO gap, the calculation gives 8.4 eV. The HOMO energy is -10.58 eV.

XYZ file:
```
6
C2H2BrN ωB97M-V/def2-TZVPD
C -0.34 -0.37 0.32
H -0.60 -0.03 1.44
Br -1.39 1.38 -1.06
H -0.74 -1.14 -0.22
C 0.99 -0.04 -0.13
N 2.08 0.20 -0.36
```


b) Entry from OMol25: the molecule C2H2BrN (ωB97M-V/def2-TZVPD).

As for the LUMO energy: -0.413 eV. As for the SMILES: N#CCBr. For the HOMO-LUMO gap, the calculation gives 10.2 eV. The HOMO energy is -10.64 eV.

XYZ file:
```
6
C2H2BrN ωB97M-V/def2-TZVPD
C -0.59 -0.91 -0.15
C -0.06 0.36 -0.01
H 0.80 0.29 0.68
N -1.18 -1.84 0.18
H -0.45 1.14 0.59
Br 1.48 0.97 -1.28
```


Ordering by calculated energy gives the sequence b), a), with the first entry being the most stable.


a) Entry from OMol25: a 2-piece molecular cluster, C10H16N2 overall (ωB97M-V/def2-TZVPD).

As for the LUMO energy (alpha / beta): -0.126 / -0.799 eV. For the HOMO-LUMO gap (alpha / beta), the calculation gives 7.7 / 6.4 eV. The HOMO energy (alpha / beta) is -7.83 / -7.18 eV.

XYZ file:
```
28
C10H16N2 ωB97M-V/def2-TZVPD
H -2.53 1.15 -0.35
C -1.73 -1.81 0.37
H 2.03 2.87 -2.07
H 0.85 -2.02 -0.58
H 1.41 -1.01 -1.79
H -2.55 -1.82 1.12
N -1.05 1.27 -2.67
H 0.34 -1.20 2.05
N 1.10 3.13 -1.78
C 0.13 2.56 -1.30
H 3.55 -1.91 -0.24
C -2.23 0.67 0.63
C -0.24 -0.18 -0.74
C -0.64 0.69 -1.71
H 2.08 0.62 0.45
H 4.23 -0.65 0.79
H 0.09 0.70 2.08
H -1.98 -1.91 -0.73
C 3.32 -0.91 0.23
C -0.33 -0.33 1.88
H -1.09 -0.55 2.66
H -3.15 0.38 1.12
H -0.93 2.96 -1.08
H -1.03 -2.53 0.80
C 2.13 -0.39 0.05
C 1.04 -0.92 -0.79
C -1.13 -0.40 0.53
H -1.70 1.54 1.09
```


b) Entry from OMol25: the molecule C10H16N2 (ωB97M-V/def2-TZVPD).

As for the LUMO energy: 0.591 eV. As for the SMILES: CC(C)C(C)(C)C(C)(C#N)C#N. For the HOMO-LUMO gap, the calculation gives 11.9 eV. The HOMO energy is -11.27 eV.

XYZ file:
```
28
C10H16N2 ωB97M-V/def2-TZVPD
H 0.25 1.45 -1.21
N -0.07 -2.74 1.00
H 2.52 1.49 1.82
H -1.76 2.81 -0.67
H -0.91 0.05 2.18
H 2.30 2.00 0.11
C -0.33 1.25 -0.29
H -1.45 2.56 1.03
C -1.49 0.28 -0.64
C -0.99 2.60 0.05
H -2.12 0.22 0.24
C 1.75 -0.69 -1.09
H 3.54 -0.24 0.88
C 0.59 -1.84 0.66
H 1.36 2.78 1.31
N 2.10 -0.60 -2.21
C 0.06 0.56 2.19
H -0.26 3.40 0.05
H -0.17 1.54 2.63
C 1.79 1.78 1.04
H -1.14 -0.70 -0.97
C 2.74 -0.96 1.11
H 3.13 -1.98 0.85
H 0.69 0.03 2.90
H -2.04 0.71 -1.49
C 0.72 0.69 0.80
C 1.43 -0.69 0.36
H 2.58 -0.94 2.19
```


Ordering by calculated energy gives the sequence b), a), with the first entry being the most stable.